ORCA calculation (ωB97M-V/def2-TZVPD) on a 10-piece molecular cluster, C45H105N5O10 overall at a distorted geometry.

## Properties
SMILES: CC1(C)CCCC(C)(C)N1O.CC1(C)CCCC(C)(C)N1O.CC1(C)CCCC(C)(C)N1O.CC1(C)CCCC(C)(C)N1O.CC1(C)CCCC(C)(C)N1O.O.O.O.O.O
Charge: 0
E_HOMO (eV): -8.2

Geometry (Å):
C: 13.3010 -16.8984 20.4785
C: 12.6163 -15.6564 21.1111
C: 13.3585 -15.3823 22.4353
C: 12.9156 -14.5032 20.1387
C: 12.0704 -13.2760 20.4144
C: 10.5810 -13.6645 20.5483
C: 10.3089 -14.8094 21.5527
C: 10.4558 -14.2451 22.9797
C: 8.8778 -15.2903 21.3989
N: 11.1927 -15.9328 21.2298
O: 10.9402 -17.0707 22.0231
H: 14.2997 -16.5942 20.1494
H: 13.4277 -17.7380 21.1562
H: 12.8002 -17.1009 19.5289
H: 14.4478 -15.4102 22.3739
H: 13.0592 -14.4101 22.8443
H: 13.0700 -15.9987 23.2926
H: 13.9753 -14.2921 20.2834
H: 12.7151 -14.8907 19.1371
H: 12.3374 -12.8322 21.3770
H: 12.1908 -12.5752 19.5882
H: 10.2796 -13.9282 19.5234
H: 9.8867 -12.8306 20.6796
H: 11.1558 -13.4079 23.0295
H: 10.8515 -14.9366 23.7311
H: 9.4966 -13.9533 23.4090
H: 8.2213 -14.4277 21.2531
H: 8.4169 -15.8730 22.1995
H: 8.7239 -15.9503 20.5387
H: 10.7172 -17.7374 21.3636
C: 15.5805 -9.6008 33.3010
C: 15.6460 -9.1691 31.8204
C: 14.2144 -9.2044 31.2186
C: 16.2978 -7.7654 31.7473
C: 16.9430 -7.4195 30.4469
C: 18.0267 -8.4382 30.1310
C: 17.4294 -9.8269 30.0334
C: 16.5492 -9.9037 28.7506
C: 18.4951 -10.8948 29.9024
N: 16.5869 -10.1378 31.2009
O: 16.1174 -11.4630 31.2330
H: 16.5443 -9.6289 33.8075
H: 14.8562 -9.0028 33.8560
H: 15.2455 -10.6402 33.3298
H: 13.4524 -8.7949 31.8765
H: 14.2199 -8.6853 30.2603
H: 13.9621 -10.2491 31.0229
H: 15.5563 -6.9877 31.9586
H: 17.0212 -7.7364 32.5656
H: 16.2437 -7.4017 29.6084
H: 17.4444 -6.4478 30.4210
H: 18.7966 -8.5232 30.9035
H: 18.4400 -8.1990 29.1496
H: 17.0320 -9.5997 27.8209
H: 15.6631 -9.2567 28.7966
H: 15.9715 -10.8265 28.6139
H: 18.9888 -11.0162 30.8684
H: 19.1405 -10.6624 29.0576
H: 17.9957 -11.8463 29.7181
H: 15.4585 -11.4962 30.5165
C: 12.9409 -15.9664 26.1939
C: 14.1723 -16.0876 27.1121
C: 14.2672 -14.9025 28.0655
C: 14.0509 -17.3890 27.8695
C: 15.3186 -17.9619 28.4858
C: 16.3431 -18.0534 27.3511
C: 16.6245 -16.7175 26.6728
C: 17.3375 -15.7597 27.6507
C: 17.5729 -16.9637 25.4993
N: 15.3308 -16.2391 26.1789
O: 15.4458 -15.1275 25.3062
H: 13.1060 -15.0931 25.5577
H: 12.9852 -16.7786 25.4643
H: 11.9804 -15.9684 26.7017
H: 13.2912 -14.5457 28.4132
H: 14.7876 -14.9714 29.0241
H: 14.7356 -14.0677 27.5337
H: 13.3853 -17.2433 28.7352
H: 13.4488 -18.1069 27.3051
H: 15.6824 -17.3329 29.2961
H: 15.0911 -18.9701 28.8303
H: 15.9629 -18.7271 26.5763
H: 17.2538 -18.5418 27.7127
H: 16.7664 -15.6458 28.5793
H: 17.2622 -14.7337 27.2832
H: 18.2967 -16.1462 27.9863
H: 17.1730 -17.8224 24.9500
H: 18.5382 -17.2095 25.9435
H: 17.7463 -16.1815 24.7631
H: 15.1117 -15.5196 24.4919
C: 14.2946 -11.1242 23.1476
C: 15.8032 -11.0237 23.4258
C: 15.9357 -10.4771 24.8436
C: 16.4978 -12.3859 23.2649
C: 16.8734 -12.8462 21.8641
C: 17.6543 -11.7394 21.1811
C: 16.8739 -10.4231 21.2025
C: 17.8792 -9.3766 20.6866
C: 15.7368 -10.4894 20.1533
N: 16.4763 -10.0190 22.5326
O: 15.9094 -8.7402 22.6045
H: 13.7980 -11.9578 23.6415
H: 13.7591 -10.2399 23.5174
H: 14.0849 -11.0761 22.0760
H: 16.9862 -10.5083 25.1489
H: 15.6703 -9.4302 25.0051
H: 15.2675 -11.0015 25.5298
H: 17.4224 -12.2140 23.8267
H: 15.9986 -13.2508 23.7041
H: 17.5762 -13.6703 22.0279
H: 16.0606 -13.2332 21.2458
H: 18.2083 -11.9038 20.2578
H: 18.5222 -11.5178 21.8242
H: 17.2958 -8.5118 20.3677
H: 18.4501 -9.6622 19.7959
H: 18.6971 -9.0880 21.3390
H: 15.1418 -11.3902 20.3547
H: 16.0396 -10.7855 19.1476
H: 15.1011 -9.6061 20.2139
H: 15.0146 -8.8592 22.2301
C: 13.0999 -7.5838 12.3371
C: 12.4025 -7.6195 13.7077
C: 12.1927 -6.1481 14.1420
C: 11.1220 -8.3640 13.6468
C: 10.5320 -8.6894 15.0575
C: 11.5310 -9.4028 15.9771
C: 12.9578 -8.7598 15.9546
C: 12.8728 -7.6347 17.0031
C: 13.9824 -9.8219 16.4307
N: 13.3331 -8.3464 14.5932
O: 14.5890 -7.7008 14.6402
H: 14.0219 -7.0210 12.2017
H: 13.1195 -8.5867 11.9094
H: 12.4800 -7.0017 11.6373
H: 11.5431 -5.6300 13.4353
H: 11.7997 -6.0927 15.1559
H: 13.1175 -5.5687 14.1667
H: 10.3453 -7.7949 13.1328
H: 11.2287 -9.3141 13.1152
H: 10.2293 -7.7150 15.4399
H: 9.6738 -9.3166 14.8214
H: 11.5961 -10.4634 15.7325
H: 11.0313 -9.2519 16.9357
H: 13.6940 -6.9164 16.9657
H: 12.7873 -8.0950 17.9920
H: 11.9825 -6.9994 16.9838
H: 13.3791 -10.3509 17.1736
H: 14.8225 -9.3276 16.9146
H: 14.2525 -10.5567 15.6755
H: 15.2243 -8.4251 14.6717
O: 18.9950 -6.6833 21.0775
H: 18.4741 -5.8896 20.9084
H: 19.0658 -6.7286 22.0477
O: 18.5449 -7.7668 23.7224
H: 17.5991 -7.8763 23.5435
H: 18.9012 -8.6631 23.7041
O: 20.4085 -7.1921 18.7892
H: 19.6793 -7.0737 19.4296
H: 20.0103 -7.6298 18.0299
O: 21.2147 -10.9634 19.8641
H: 20.8280 -11.6049 19.2588
H: 21.7549 -11.4942 20.4626
O: 21.3136 -8.7478 22.0367
H: 21.5133 -9.4680 21.4259
H: 20.6758 -8.2018 21.5638


ORCA calculation (ωB97M-V/def2-TZVPD) on a 13-piece molecular cluster, C45H111N5O13 overall at a distorted geometry.

## Properties
Charge: 0
E_HOMO (eV): -8.1

Geometry (Å):
O: -18.2826 -9.4332 -22.0337
H: -18.6252 -9.6394 -21.1601
H: -18.9828 -8.9297 -22.4611
O: -17.2730 -16.2541 -26.6107
H: -16.7040 -16.1768 -27.3809
H: -17.1754 -15.4158 -26.1502
O: -21.3491 -12.1214 -27.4334
H: -22.2641 -11.8401 -27.3451
H: -21.0294 -12.1196 -26.5218
O: -17.6985 -12.2028 -19.4253
H: -17.2734 -11.6453 -20.0841
H: -18.1635 -11.5855 -18.8525
O: -17.0749 -9.2514 -24.4460
H: -17.0621 -9.4654 -23.5020
H: -16.6621 -8.3861 -24.5130
O: -22.8289 -9.3496 -27.7315
H: -22.3222 -9.4811 -28.5400
H: -23.3285 -8.5422 -27.8857
O: -15.0016 -11.1100 -25.2530
H: -15.8569 -10.6605 -25.2127
H: -14.8478 -11.4229 -24.3585
O: -21.8056 -7.6392 -25.7610
H: -21.6286 -8.3915 -26.3418
H: -22.6678 -7.3230 -26.0407
C: -27.3593 -6.8765 -22.3740
C: -26.8538 -7.2815 -23.7744
C: -25.3803 -7.7028 -23.6812
C: -25.1686 -9.1274 -23.1796
C: -25.9773 -10.0937 -24.0164
C: -27.4599 -9.7857 -24.0143
N: -27.5932 -8.3879 -24.3866
O: -28.9169 -8.0697 -24.7230
C: -28.1608 -10.6924 -25.0033
C: -28.0540 -10.0966 -22.5981
C: -26.9453 -6.1146 -24.7625
H: -26.8527 -7.4107 -21.5712
H: -28.4343 -7.0512 -22.2915
H: -27.2065 -5.8081 -22.2150
H: -24.8207 -7.5309 -24.6041
H: -24.8524 -7.0676 -22.9578
H: -25.6599 -9.1774 -22.2021
H: -24.1092 -9.3466 -23.1028
H: -25.7883 -11.1473 -23.7554
H: -25.6126 -10.1695 -25.0558
H: -29.2241 -10.8773 -24.8370
H: -28.0765 -10.3114 -26.0236
H: -27.7346 -11.6992 -24.9682
H: -27.2573 -10.1848 -21.8533
H: -28.7484 -9.3490 -22.2126
H: -28.5548 -11.0662 -22.5512
H: -26.6221 -5.1628 -24.3350
H: -27.9673 -5.9896 -25.1136
H: -26.3155 -6.3118 -25.6294
H: -29.4345 -8.1558 -23.9057
C: -26.5618 -13.8865 -23.0911
C: -27.2160 -15.0399 -22.3262
C: -26.5126 -16.3328 -22.8154
C: -26.5780 -17.4955 -21.8388
C: -26.0136 -17.0585 -20.4914
C: -26.7443 -15.8726 -19.8809
N: -26.9222 -14.8631 -20.9107
O: -27.4918 -13.6735 -20.3972
C: -28.0817 -16.3179 -19.2513
C: -25.9005 -15.2783 -18.7736
C: -28.7148 -15.2042 -22.5837
H: -27.0081 -12.9108 -22.8982
H: -26.5342 -14.0631 -24.1717
H: -25.5110 -13.8815 -22.7814
H: -26.9900 -16.5254 -23.7778
H: -25.4570 -16.0963 -22.9788
H: -25.8937 -18.2507 -22.2329
H: -27.5892 -17.8895 -21.7467
H: -24.9270 -16.9501 -20.5297
H: -26.1621 -17.9215 -19.8288
H: -28.5414 -15.4623 -18.7575
H: -28.7935 -16.7017 -19.9844
H: -27.9262 -17.1217 -18.5285
H: -25.0099 -14.7855 -19.1729
H: -26.4174 -14.4666 -18.2565
H: -25.6159 -16.0266 -18.0330
H: -28.9380 -15.4074 -23.6338
H: -29.2969 -14.3333 -22.2686
H: -29.1317 -16.0223 -21.9930
H: -26.8140 -13.0006 -20.5235
C: -25.8812 -14.7185 -29.0173
C: -26.1833 -14.8452 -27.5190
C: -26.8615 -16.2064 -27.2884
C: -25.8568 -17.3685 -27.1806
C: -24.7451 -17.0227 -26.1975
C: -23.9482 -15.7858 -26.5743
N: -24.9369 -14.7274 -26.7436
O: -24.3587 -13.4613 -27.0243
C: -23.0419 -15.4106 -25.4038
C: -23.0560 -16.0067 -27.7799
C: -27.1484 -13.7510 -27.0510
H: -25.4634 -15.6337 -29.4360
H: -25.2225 -13.8835 -29.2635
H: -26.7816 -14.4972 -29.6037
H: -27.4017 -16.1960 -26.3416
H: -27.4916 -16.4452 -28.1444
H: -25.5033 -17.7396 -28.1433
H: -26.4219 -18.2003 -26.7435
H: -24.0869 -17.8971 -26.1794
H: -25.1904 -16.8552 -25.2152
H: -23.5780 -15.2942 -24.4548
H: -22.2838 -16.1843 -25.2705
H: -22.5372 -14.4602 -25.5974
H: -23.6078 -16.4584 -28.6092
H: -22.7232 -15.0303 -28.1417
H: -22.1936 -16.6494 -27.6105
H: -27.9192 -14.0154 -26.3303
H: -27.7071 -13.3916 -27.9249
H: -26.5852 -12.8631 -26.7663
H: -24.3150 -13.0767 -26.1424
C: -21.2139 -9.6095 -16.6840
C: -22.6726 -10.0944 -16.7000
C: -23.3538 -9.5887 -17.9779
C: -23.0868 -10.4492 -19.2167
C: -23.2225 -11.9092 -18.9053
C: -22.4343 -12.4338 -17.7004
N: -22.8375 -11.5487 -16.5942
O: -22.1992 -12.0023 -15.4002
C: -23.0080 -13.8267 -17.3698
C: -20.9415 -12.5321 -17.9707
C: -23.4031 -9.4805 -15.5094
H: -20.7509 -9.8082 -17.6523
H: -21.1941 -8.5181 -16.6044
H: -20.6402 -10.0115 -15.8528
H: -24.4379 -9.5823 -17.8191
H: -23.0619 -8.5461 -18.1163
H: -23.8507 -10.1754 -19.9511
H: -22.1243 -10.1697 -19.6589
H: -23.0467 -12.5057 -19.8083
H: -24.2853 -12.1302 -18.7305
H: -22.8092 -14.4575 -18.2395
H: -24.0715 -13.7484 -17.1772
H: -22.4338 -14.2249 -16.5346
H: -20.7455 -13.4012 -18.6057
H: -20.4205 -12.7873 -17.0392
H: -20.4132 -11.6718 -18.3734
H: -22.9152 -9.6595 -14.5491
H: -23.4107 -8.3876 -15.5931
H: -24.4458 -9.7972 -15.4490
H: -22.9120 -12.0395 -14.7550
C: -22.5005 -11.2805 -24.7662
C: -21.5673 -11.6048 -23.6067
C: -22.2902 -12.5664 -22.6605
C: -21.3743 -13.3654 -21.7589
C: -20.3398 -14.1380 -22.5899
C: -19.5160 -13.2007 -23.4797
N: -20.3894 -12.2796 -24.1873
O: -19.6239 -11.4963 -25.0906
C: -18.3815 -12.5718 -22.6653
C: -18.8683 -14.0971 -24.5415
C: -21.2303 -10.3062 -22.8675
H: -22.7203 -12.1970 -25.3146
H: -22.0878 -10.6050 -25.5153
H: -23.4371 -10.8269 -24.4413
H: -22.9818 -11.9603 -22.0585
H: -22.9814 -13.2332 -23.1878
H: -21.9971 -14.0945 -21.2293
H: -20.8588 -12.7603 -21.0072
H: -20.9106 -14.8566 -23.1830
H: -19.7029 -14.6316 -21.8570
H: -17.5677 -13.2814 -22.4895
H: -17.8496 -11.8495 -23.2995
H: -18.6459 -12.0800 -21.7357
H: -18.0126 -13.6020 -25.0136
H: -18.4981 -15.0366 -24.1237
H: -19.5743 -14.3449 -25.3346
H: -22.0967 -9.8307 -22.4033
H: -20.8354 -9.5479 -23.5584
H: -20.4848 -10.4368 -22.0845
H: -19.3206 -10.7388 -24.5673


Result set for total energy: -2803.4741, -3032.8545 a.u., one per record in the order listed.